[1]
One molecule with the formula C21H28N2O3. Source: the OMol25 dataset; level of theory: the ωB97M-V functional and the def2-TZVPD basis.

- LUMO energy (eV) = 0.37
- relative energy (zero: lowest compared OMol25 entry of this formula, charge and spin) (kcal per mole) = 45.5
- highest occupied orbital energy (eV) = -7.691
- HOMO-LUMO gap (Ha) = 0.296
- net charge = 0

```
54
C21H28N2O3 | the OMol25 dataset | the ωB97M-V functional and the def2-TZVPD basis
C -2.210 5.553 0.200
C -2.608 4.141 -0.213
C -1.753 3.630 -1.371
C -2.086 2.178 -1.770
N -1.184 1.186 -1.235
C -1.457 0.654 0.079
C -0.534 1.224 1.172
C -0.426 0.278 2.369
N 0.343 -0.902 2.044
C -0.215 -2.118 1.846
O -1.396 -2.344 2.011
C 0.774 -3.156 1.401
C 1.890 -3.513 2.230
C 2.060 -2.890 3.579
C 2.759 -4.451 1.776
C 2.601 -5.092 0.497
O 3.338 -5.906 0.002
O 1.469 -4.729 -0.215
C 0.597 -3.818 0.223
C -0.540 -3.601 -0.719
C 0.014 0.910 -1.860
C 0.831 -0.148 -1.433
C 2.008 -0.456 -2.085
C 2.428 0.279 -3.179
C 1.642 1.335 -3.606
C 0.462 1.653 -2.962
H -2.833 5.903 1.019
H -1.171 5.578 0.523
H -2.323 6.240 -0.636
H -3.658 4.135 -0.514
H -2.507 3.474 0.645
H -1.905 4.288 -2.229
H -0.698 3.687 -1.096
H -2.090 2.078 -2.858
H -3.095 1.933 -1.426
H -1.368 -0.436 0.060
H -2.495 0.879 0.328
H 0.462 1.381 0.750
H -0.904 2.190 1.513
H -1.417 -0.066 2.674
H 0.051 0.789 3.210
H 1.311 -0.762 1.796
H 1.094 -2.723 4.050
H 2.569 -1.929 3.497
H 2.663 -3.533 4.215
H 3.606 -4.771 2.361
H -1.421 -3.267 -0.180
H -0.753 -4.533 -1.238
H -0.270 -2.856 -1.468
H 0.544 -0.753 -0.590
H 2.604 -1.287 -1.731
H 3.349 0.036 -3.686
H 1.953 1.931 -4.452
H -0.103 2.496 -3.321
```

Atom charges from the Löwdin analysis, given in e for atoms 1 to 4: -0.11 -0.28 -0.19 -0.17

[2]
An isolated ion of composition C9H13N2OS and charge +1. Source: the OMol25 dataset; level of theory: the ωB97M-V functional and the def2-TZVPD basis.

- LUMO energy (spin up / spin down) (eV) = -6.15 / -6.06
- relative energy (zero: lowest compared OMol25 entry of this formula, charge and spin) (kcal per mole) = 144.7
- highest occupied orbital energy (spin up / spin down) (eV) = -11.904 / -11.786
- HOMO-LUMO gap (spin up / spin down) (Ha) = 0.211 / 0.211
- net charge = +1

```
26
C9H13N2OS | the OMol25 dataset | the ωB97M-V functional and the def2-TZVPD basis
C 0.558 -1.367 -0.392
C -0.215 -0.209 -0.291
C 2.996 -1.262 0.154
C -0.679 3.160 0.695
C -0.518 2.260 -0.259
C -1.679 -0.830 -0.408
C -4.021 -1.044 0.410
C 5.152 0.123 -0.401
C -2.647 -0.380 0.612
N -0.033 1.016 -0.303
N 1.805 -1.790 -0.022
O -1.853 -1.486 -1.377
S 3.534 0.289 0.503
H 0.029 -2.244 -0.626
H -1.004 4.180 0.313
H -0.366 3.052 1.703
H -0.540 2.730 -1.276
H -4.314 -1.290 -0.627
H -4.141 -2.077 0.741
H -4.866 -0.432 0.796
H 5.578 -0.905 -0.476
H 5.769 0.916 -0.191
H 4.730 0.249 -1.345
H -2.108 -0.503 1.583
H -2.921 0.643 0.485
H 1.756 -2.798 -0.001
```

Atom charges from the Löwdin analysis, given in e for atoms 1 to 4: 0.02 -0.19 -0.32 0.04

[3]
A 9-piece molecular cluster, C35H69O19S overall. Source: the OMol25 dataset; level of theory: the ωB97M-V functional and the def2-TZVPD basis.

- LUMO energy (eV) = 2.00
- relative energy (zero: lowest compared OMol25 entry of this formula, charge and spin) (kcal per mole) = 0.0
- highest occupied orbital energy (eV) = -5.448
- HOMO-LUMO gap (Ha) = 0.274
- net charge = -1

```
124
C35H69O19S | the OMol25 dataset | the ωB97M-V functional and the def2-TZVPD basis
C 5.391 -1.537 -2.649
C 4.648 -2.507 -2.106
C 3.242 -2.762 -2.752
S 2.073 -1.498 -2.146
O 0.671 -1.865 -2.451
O 2.241 -1.165 -0.723
O 2.392 -0.227 -2.946
H 6.374 -1.200 -2.271
H 4.983 -0.986 -3.522
H 4.942 -3.119 -1.238
H 3.387 -2.564 -3.835
H 2.923 -3.807 -2.562
O 2.606 -4.922 2.433
C 1.945 -3.924 2.607
O 1.187 -3.832 3.710
C 0.487 -2.650 4.116
C -0.850 -2.541 3.418
C 1.890 -2.831 1.575
H 1.107 -1.762 3.980
H 0.324 -2.751 5.190
H -0.736 -2.456 2.336
H -1.402 -1.671 3.776
H -1.446 -3.434 3.604
H 1.185 -3.112 0.794
H 2.878 -2.716 1.138
H 1.617 -1.858 1.974
O -1.676 5.166 -0.374
C -0.969 4.383 -0.964
O -1.521 3.449 -1.742
C -0.767 2.582 -2.614
C -0.227 1.380 -1.874
C 0.525 4.387 -0.768
H 0.015 3.140 -3.132
H -1.467 2.249 -3.381
H 0.467 1.670 -1.084
H 0.293 0.708 -2.558
H -1.041 0.833 -1.393
H 0.764 3.853 0.150
H 0.857 5.422 -0.680
H 1.082 3.952 -1.595
O -5.607 10.733 -2.274
C -5.536 9.593 -1.884
O -4.349 9.079 -1.547
C -4.176 7.797 -0.917
C -4.159 6.679 -1.934
C -6.758 8.709 -1.854
H -4.925 7.644 -0.137
H -3.210 7.838 -0.413
H -5.103 6.611 -2.478
H -3.969 5.722 -1.448
H -3.379 6.854 -2.678
H -6.937 8.317 -2.855
H -7.611 9.313 -1.545
H -6.691 7.885 -1.148
O 7.444 0.374 -1.539
C 8.512 0.280 -1.001
O 9.582 -0.141 -1.706
C 10.922 -0.131 -1.210
C 11.214 -1.368 -0.386
C 8.660 0.540 0.477
H 11.129 0.793 -0.667
H 11.568 -0.123 -2.089
H 10.576 -1.425 0.496
H 12.256 -1.377 -0.061
H 11.022 -2.268 -0.973
H 8.345 -0.347 1.027
H 8.016 1.377 0.743
H 9.668 0.817 0.781
O -0.409 -6.436 -6.828
C -0.832 -5.846 -5.865
O -0.019 -5.055 -5.157
C -0.463 -4.183 -4.097
C -0.578 -4.930 -2.787
C -2.250 -6.053 -5.393
H -1.388 -3.674 -4.374
H 0.296 -3.409 -4.001
H -1.319 -5.731 -2.840
H -0.859 -4.249 -1.984
H 0.375 -5.398 -2.533
H -2.298 -6.970 -4.807
H -2.892 -6.150 -6.268
H -2.647 -5.227 -4.808
O -3.624 -3.583 5.006
C -3.506 -4.726 5.358
O -2.283 -5.205 5.648
C -2.034 -6.491 6.228
C -1.996 -7.575 5.172
C -4.692 -5.657 5.395
H -2.751 -6.704 7.025
H -1.056 -6.421 6.705
H -2.953 -7.668 4.655
H -1.749 -8.539 5.618
H -1.249 -7.339 4.413
H -4.884 -6.026 4.388
H -5.557 -5.096 5.745
H -4.574 -6.499 6.074
O -11.454 13.563 -3.012
C -10.258 13.688 -3.044
O -9.469 12.620 -2.854
C -8.044 12.628 -3.038
C -7.332 13.137 -1.805
C -9.626 15.048 -3.210
H -7.772 13.182 -3.939
H -7.757 11.593 -3.215
H -7.604 14.170 -1.579
H -6.252 13.085 -1.937
H -7.608 12.540 -0.934
H -9.616 15.555 -2.246
H -10.229 15.623 -3.912
H -8.618 15.022 -3.617
O 1.730 -8.650 4.210
C 2.926 -8.529 4.166
O 3.710 -9.615 4.351
C 5.124 -9.619 4.155
C 5.852 -9.115 5.384
C 3.567 -7.176 3.995
H 5.394 -9.067 3.253
H 5.400 -10.659 3.974
H 5.591 -8.081 5.611
H 6.933 -9.176 5.244
H 5.578 -9.709 6.258
H 3.590 -6.671 4.961
H 2.967 -6.587 3.294
H 4.573 -7.214 3.580
```

Atom charges from the Löwdin analysis, given in e for atoms 1 to 4: 0.00 -0.20 -0.25 0.46

[4]
A 3-piece molecular cluster, C5H12O2 overall. Source: the OMol25 dataset; level of theory: the ωB97M-V functional and the def2-TZVPD basis.

- LUMO energy (eV) = 0.66
- relative energy (zero: lowest compared OMol25 entry of this formula, charge and spin) (kcal per mole) = 45.5
- highest occupied orbital energy (eV) = -9.924
- HOMO-LUMO gap (Ha) = 0.389
- net charge = 0

```
19
C5H12O2 | the OMol25 dataset | the ωB97M-V functional and the def2-TZVPD basis
C -0.570 -1.907 -0.160
C -1.261 -0.808 0.138
C -1.152 -0.031 1.420
C -0.941 1.473 1.219
H -0.739 -2.459 -1.082
H 0.183 -2.308 0.515
H -2.000 -0.437 -0.577
H -2.081 -0.191 1.984
H -0.342 -0.450 2.032
H -1.022 2.001 2.176
H 0.044 1.685 0.788
H -1.705 1.891 0.551
C 1.051 -0.395 -2.139
O 2.225 -0.554 -1.882
H 0.486 0.480 -1.776
H 0.497 -1.121 -2.759
O 2.292 1.475 0.066
H 2.385 0.929 0.856
H 2.517 0.864 -0.658
```

Atom charges from the Löwdin analysis, given in e for atoms 1 to 4: -0.03 -0.21 -0.27 -0.11

[5]
A 2-piece molecular cluster, C3H4N2S overall. Source: the OMol25 dataset; level of theory: the ωB97M-V functional and the def2-TZVPD basis.

- LUMO energy (spin up / spin down) (eV) = -1.41 / -1.52
- relative energy (zero: lowest compared OMol25 entry of this formula, charge and spin) (kcal per mole) = 148.5
- highest occupied orbital energy (spin up / spin down) (eV) = -8.875 / -8.936
- HOMO-LUMO gap (spin up / spin down) (Ha) = 0.274 / 0.272
- net charge = 0

```
10
C3H4N2S | the OMol25 dataset | the ωB97M-V functional and the def2-TZVPD basis
C 1.897 -0.797 -0.164
C -1.128 -1.004 0.070
C 0.987 0.115 -0.093
N 2.645 -1.703 -0.123
N -0.514 2.110 0.008
S 0.991 1.668 0.229
H -1.925 -0.386 -0.453
H -1.321 -1.198 1.047
H -0.508 3.088 -0.003
H -1.125 -1.892 -0.519
```

Atom charges from the Löwdin analysis, given in e for atoms 1 to 4: -0.42 0.14 -0.47 0.16

[6]
One molecule with the formula HPS5. Source: the OMol25 dataset; level of theory: the ωB97M-V functional and the def2-TZVPD basis.

- LUMO energy (spin up / spin down) (eV) = -2.66 / -2.04
- relative energy (zero: lowest compared OMol25 entry of this formula, charge and spin) (kcal per mole) = 40.9
- highest occupied orbital energy (spin up / spin down) (eV) = -8.701 / -8.898
- HOMO-LUMO gap (spin up / spin down) (Ha) = 0.222 / 0.252
- net charge = 0

```
7
HPS5 | the OMol25 dataset | the ωB97M-V functional and the def2-TZVPD basis
P 0.356 0.341 1.479
S -0.510 -1.270 0.123
S -0.358 -0.090 3.268
S 0.550 -1.067 -1.597
S -1.258 1.822 -2.080
S -0.449 0.308 -2.933
H 1.669 -0.044 1.741
```

Atom charges from the Löwdin analysis, given in e for atoms 1 to 4: 0.09 0.00 0.11 -0.05

[7]
C24H64F12HfO24P2S8 as an isolated structure. Source: the OMol25 dataset; level of theory: the ωB97M-V functional and the def2-TZVPD basis.

- LUMO energy (eV) = -13.08
- relative energy (zero: lowest compared OMol25 entry of this formula, charge and spin) (kcal per mole) = 625.9
- highest occupied orbital energy (eV) = -14.417
- HOMO-LUMO gap (Ha) = 0.049
- net charge = +2

```
135
C24H64F12HfO24P2S8 | the OMol25 dataset | the ωB97M-V functional and the def2-TZVPD basis
Hf 34.728 -30.935 -1.531
P 35.372 -32.650 -5.907
F 35.975 -34.152 -6.066
F 34.490 -33.162 -4.704
F 36.434 -32.444 -4.688
F 34.756 -31.225 -5.477
F 36.311 -31.967 -7.061
F 34.130 -32.936 -6.892
P 37.004 -36.299 -0.731
F 36.607 -34.713 -0.882
F 37.848 -36.199 -2.086
F 38.353 -35.835 0.118
F 37.282 -37.839 -0.497
F 36.178 -36.151 0.694
F 35.667 -36.531 -1.635
O 31.761 -34.871 -1.015
S 30.649 -35.791 -0.766
O 29.474 -35.346 -0.001
O 30.115 -36.340 -2.259
C 28.977 -37.182 -2.231
C 29.009 -37.954 -3.572
C 31.218 -37.394 -0.067
H 28.099 -36.541 -2.145
H 28.855 -37.874 -1.398
H 28.183 -38.656 -3.684
H 29.979 -38.449 -3.619
H 28.970 -37.333 -4.467
H 31.662 -38.030 -0.833
H 30.401 -37.969 0.368
H 31.894 -37.093 0.734
O 33.591 -24.292 -2.275
S 32.340 -24.981 -2.414
O 32.425 -26.448 -2.216
O 31.342 -24.365 -1.165
C 31.144 -22.988 -1.188
C 29.711 -22.668 -1.038
C 31.465 -24.484 -3.962
H 31.450 -22.524 -2.126
H 31.684 -22.508 -0.373
H 29.263 -23.311 -0.280
H 29.221 -22.734 -2.010
H 29.578 -21.675 -0.610
H 32.024 -25.060 -4.699
H 31.635 -23.429 -4.173
H 30.430 -24.798 -3.821
O 30.694 -29.401 0.811
S 29.668 -28.704 1.610
O 30.163 -27.598 2.463
O 28.498 -28.098 0.555
C 27.258 -27.534 1.019
C 26.605 -27.029 -0.199
C 28.699 -29.848 2.738
H 27.392 -26.688 1.694
H 26.581 -28.217 1.532
H 27.123 -26.189 -0.662
H 25.575 -26.673 -0.147
H 26.615 -27.762 -1.005
H 28.577 -29.340 3.695
H 29.318 -30.712 2.977
H 27.733 -30.228 2.405
O 38.027 -25.898 1.812
S 37.001 -26.635 2.490
O 36.245 -27.645 1.714
O 37.621 -27.530 3.725
C 38.713 -27.028 4.559
C 38.074 -26.611 5.917
C 35.889 -25.496 3.400
H 39.398 -27.846 4.778
H 39.269 -26.216 4.091
H 38.721 -26.344 6.753
H 37.422 -27.415 6.259
H 37.383 -25.775 5.815
H 36.479 -24.639 3.722
H 35.453 -26.090 4.204
H 35.171 -25.231 2.624
O 33.523 -32.705 4.920
S 34.612 -31.769 4.669
O 35.012 -31.392 3.282
O 34.212 -30.353 5.417
C 33.946 -30.363 6.770
C 33.356 -28.981 7.105
C 36.107 -32.326 5.724
H 34.873 -30.500 7.327
H 33.309 -31.186 7.094
H 32.351 -28.858 6.701
H 33.970 -28.218 6.628
H 33.386 -28.835 8.184
H 36.938 -31.623 5.676
H 36.384 -33.176 5.100
H 35.787 -32.587 6.733
O 41.536 -30.859 0.886
S 41.082 -30.699 -0.486
O 39.650 -30.549 -0.858
O 41.844 -29.415 -1.133
C 43.179 -29.185 -0.815
C 43.496 -27.762 -0.484
C 41.750 -31.919 -1.652
H 43.731 -29.428 -1.723
H 43.455 -29.910 -0.050
H 42.865 -27.375 0.316
H 43.362 -27.174 -1.393
H 44.529 -27.648 -0.158
H 41.280 -31.701 -2.611
H 41.715 -32.960 -1.330
H 42.793 -31.623 -1.767
O 37.379 -26.730 -6.111
S 38.235 -27.354 -5.098
O 37.683 -28.244 -4.049
O 39.401 -28.212 -5.824
C 39.950 -27.974 -7.086
C 40.922 -29.114 -7.473
C 39.387 -25.963 -4.392
H 40.409 -26.994 -7.216
H 39.035 -27.924 -7.676
H 41.478 -29.539 -6.638
H 41.582 -28.711 -8.241
H 40.459 -29.986 -7.935
H 39.987 -25.580 -5.217
H 40.022 -26.503 -3.689
H 38.895 -25.092 -3.960
O 28.354 -29.868 -4.200
S 28.913 -31.184 -3.794
O 30.243 -31.344 -3.165
O 27.841 -31.831 -2.656
C 26.504 -31.870 -2.951
C 25.686 -32.118 -1.659
C 28.582 -32.405 -5.128
H 26.229 -32.658 -3.652
H 26.212 -30.922 -3.404
H 24.640 -31.945 -1.912
H 26.094 -31.576 -0.806
H 25.702 -33.133 -1.261
H 29.099 -32.106 -6.039
H 27.539 -32.402 -5.445
H 29.030 -33.369 -4.887
```

Atom charges from the Löwdin analysis, given in e for atoms 1 to 4: 1.96 0.13 -0.13 -0.17

[8]
C29H27BiClN3O3S2 as an isolated structure. Source: the OMol25 dataset; level of theory: the ωB97M-V functional and the def2-TZVPD basis.

- LUMO energy (eV) = -0.18
- relative energy (zero: lowest compared OMol25 entry of this formula, charge and spin) (kcal per mole) = 3.3
- highest occupied orbital energy (eV) = -8.398
- HOMO-LUMO gap (Ha) = 0.302
- net charge = 0

```
66
C29H27BiClN3O3S2 | the OMol25 dataset | the ωB97M-V functional and the def2-TZVPD basis
Bi 0.370 0.207 0.158
O -2.045 1.314 -0.071
C -2.134 1.293 -1.505
C -1.931 -0.190 -1.965
O -2.695 -0.737 -2.724
O -0.869 -0.743 -1.482
C -3.402 1.986 -1.954
C -3.910 1.821 -3.234
C -5.014 2.549 -3.640
C -5.608 3.461 -2.786
C -5.102 3.630 -1.509
C -4.007 2.897 -1.094
C -0.977 2.062 -2.114
C -0.561 1.763 -3.406
C 0.484 2.460 -3.982
C 1.118 3.473 -3.281
C 0.700 3.779 -1.998
C -0.346 3.083 -1.418
H -2.794 0.801 0.266
H -3.469 1.107 -3.907
H -5.408 2.408 -4.635
H -6.466 4.031 -3.109
H -5.556 4.341 -0.835
H -3.616 3.041 -0.096
H -1.050 0.981 -3.967
H 0.804 2.203 -4.982
H 1.948 4.003 -3.727
H 1.199 4.556 -1.438
H -0.672 3.324 -0.418
C 2.740 -1.970 -0.514
N 1.422 -1.760 0.038
C 0.748 -2.747 0.547
C -0.454 -2.513 1.210
C -1.352 -3.340 1.905
C -2.332 -2.511 2.423
C -2.002 -1.213 2.030
N -0.886 -1.214 1.309
C 2.778 -3.032 -1.580
C 1.811 -3.029 -2.579
C 1.848 -3.988 -3.575
C 2.842 -4.953 -3.578
C 3.817 -4.945 -2.595
C 3.783 -3.988 -1.596
H 3.426 -2.238 0.300
H 3.065 -1.020 -0.949
H 1.136 -3.758 0.487
H -1.268 -4.402 2.026
H -3.185 -2.790 3.010
H -2.506 -0.294 2.262
H 1.041 -2.270 -2.572
H 1.100 -3.981 -4.354
H 2.869 -5.707 -4.351
H 4.605 -5.683 -2.602
H 4.551 -3.978 -0.831
S 1.827 -0.017 2.592
C 3.403 0.346 2.181
N 3.814 1.039 1.141
C 5.223 1.348 1.077
C 5.953 0.298 1.905
S 4.737 -0.172 3.197
H 3.252 1.163 0.265
H 5.378 2.349 1.501
H 5.543 1.354 0.035
H 6.848 0.671 2.393
H 6.195 -0.594 1.326
Cl 2.475 1.142 -1.473
```

Atom charges from the Löwdin analysis, given in e for atoms 1 to 4: 1.66 -0.13 -0.35 -0.59